# 1
ORCA calculation (ωB97M-V/def2-TZVPD) on a 5-piece molecular cluster, C35H80BFIN3O8P overall in a non-equilibrium geometry.

The geometry in XYZ format:
```
130
Properties=species:S:1:pos:R:3:forces:R:3
C -3.039306 -1.490683 1.204916 -0.1 -0.5 0.3
C -2.745776 -0.385957 0.560500 0.0 0.1 -0.5
N -1.360258 0.063776 0.301046 -0.9 -0.4 0.5
P -0.397787 -0.244780 1.875088 1.3 0.3 0.0
N 0.808743 0.675370 2.107723 -0.2 -0.3 0.3
C -1.367348 1.559887 0.134804 -0.1 0.8 -0.7
B -2.268763 2.414689 1.178748 -0.2 0.1 -0.3
O -3.628577 2.541251 1.056571 0.2 0.4 0.2
O -1.587917 3.015224 2.180332 0.1 -1.0 0.4
C -1.633439 1.766392 -1.355660 0.8 0.5 0.7
F -2.994590 1.483538 -1.627802 0.0 -0.3 -0.2
C -1.432845 3.240454 -1.696912 -0.2 0.1 -0.2
C -1.280314 3.649964 -3.165421 0.0 0.0 0.0
C -2.212574 2.984480 -4.170687 -0.1 0.0 -0.2
C -3.694632 3.459797 -4.195918 -0.1 0.0 0.3
N -4.116405 4.527892 -3.306673 -0.1 0.0 -0.1
C -0.751626 0.681020 -1.989902 -0.6 0.0 -0.7
C 0.610368 1.080545 -2.575927 0.1 0.4 0.0
C 1.536975 1.993389 -1.773750 0.3 -0.3 0.0
C -0.681924 -0.523998 -1.001391 0.8 0.6 -0.5
C -1.341134 -1.808269 -1.502644 -0.4 0.0 0.5
C -2.687004 -1.697623 -2.246954 0.1 -0.4 -0.1
C -2.567503 -1.664319 -3.770069 -0.4 0.0 0.0
I -3.844960 -3.453734 -1.716233 0.0 0.1 0.0
O 0.656562 -0.689408 -0.642640 -0.3 -0.4 0.1
C 1.250748 -1.990957 -0.531469 0.4 0.0 0.2
C 1.877738 -2.530745 -1.820227 -0.2 -0.3 -0.1
O 3.273261 -2.452502 -1.816130 0.0 0.1 0.2
C 3.778653 -1.125286 -1.912425 0.2 0.2 -0.1
C 5.162937 -1.062744 -1.287176 -0.4 -0.1 0.1
H -2.324506 -2.287487 1.359633 0.1 0.1 0.6
H -4.037145 -1.629829 1.597417 -0.2 -0.3 -0.4
H -3.511813 0.231391 0.131597 0.0 0.6 0.5
H -1.425682 -0.043130 2.783091 -0.4 0.0 -0.2
H -0.175807 -1.621703 1.780952 -0.4 -0.1 0.0
H 1.705207 0.205127 2.096311 0.1 0.2 -0.3
H -0.349182 1.940269 0.242327 0.2 -0.5 0.3
H -3.935094 2.869977 0.205142 -0.2 -0.5 -0.1
H -2.104848 3.170096 2.980286 -0.1 0.6 -0.2
H -0.587129 3.636675 -1.136245 0.0 -0.1 0.1
H -2.313179 3.749295 -1.294566 0.0 0.0 0.0
H -1.422596 4.731670 -3.202954 0.0 0.0 0.0
H -0.249821 3.495213 -3.481031 0.0 -0.1 0.0
H -2.214408 1.902667 -4.027545 0.1 0.0 0.0
H -1.794854 3.143506 -5.165814 0.1 0.0 0.0
H -4.332647 2.607150 -3.966219 -0.1 0.0 -0.1
H -3.947922 3.770807 -5.208384 0.0 0.0 -0.1
H -3.569544 5.371590 -3.370050 0.0 0.0 0.0
H -4.236656 4.241575 -2.349841 0.1 0.0 0.1
H -1.320080 0.383212 -2.866267 -0.1 -0.4 0.1
H 1.153948 0.167388 -2.811957 -0.1 -0.1 0.0
H 0.398925 1.543479 -3.538950 0.1 0.0 -0.1
H 1.593396 1.702757 -0.724997 -0.1 0.1 0.1
H 2.549926 1.886089 -2.163083 0.0 0.0 -0.1
H 1.290379 3.047289 -1.868667 -0.1 0.0 0.1
H -0.640529 -2.329879 -2.151102 0.1 0.2 -0.1
H -1.474854 -2.468174 -0.649289 0.1 0.0 0.1
H -3.298382 -0.876397 -1.900530 0.0 0.1 0.1
H -2.479909 -0.643189 -4.142204 0.3 0.0 0.0
H -1.738248 -2.274629 -4.121488 0.1 0.0 0.0
H -3.471563 -2.059114 -4.227426 0.0 0.0 0.0
H 2.076028 -1.860731 0.170824 0.0 0.1 0.1
H 0.581706 -2.718718 -0.073217 -0.2 0.0 -0.1
H 1.638459 -3.592482 -1.896414 0.0 0.0 0.0
H 1.439870 -2.043616 -2.700879 0.0 0.1 0.0
H 3.107774 -0.420916 -1.409333 -0.1 0.0 0.0
H 3.818083 -0.828323 -2.966238 -0.1 -0.1 -0.1
H 5.613155 -2.051778 -1.326722 0.2 0.0 -0.2
H 5.086847 -0.786936 -0.236358 0.1 0.0 0.0
H 5.788757 -0.339565 -1.801862 0.1 0.0 0.0
C -5.493573 -0.694391 5.911729 0.0 -0.1 0.0
C -6.390889 -0.689303 4.686650 -0.1 0.1 0.0
O -6.170281 -1.772771 3.797332 0.2 0.0 -0.1
C -6.371662 -3.070692 4.341042 0.0 -0.1 0.1
C -7.771938 -3.305790 4.873018 -0.1 0.1 0.0
H -4.441566 -0.691834 5.619575 0.0 0.0 0.0
H -5.688353 0.190653 6.517438 0.0 0.0 0.0
H -5.663476 -1.567866 6.541196 0.0 0.0 0.0
H -6.198440 0.204662 4.091770 0.0 0.0 0.0
H -7.442902 -0.647481 4.987302 0.0 0.0 0.0
H -5.628430 -3.279703 5.119012 0.0 0.0 0.0
H -6.166375 -3.756289 3.518350 0.0 0.0 0.0
H -8.015279 -2.640697 5.702548 0.0 -0.1 0.1
H -7.871931 -4.330748 5.229709 0.0 0.0 0.0
H -8.509367 -3.137445 4.086587 0.0 0.0 0.0
C 9.421527 -0.472518 1.664360 -0.1 0.1 0.0
C 9.821437 -0.870417 0.253931 0.1 0.0 0.1
O 9.058221 -0.248351 -0.764224 -0.1 0.0 -0.1
C 9.109636 1.167320 -0.804325 0.0 0.1 0.0
C 10.500524 1.738627 -1.010612 0.1 -0.1 0.0
H 8.366766 -0.690643 1.838505 0.0 0.0 0.0
H 10.016322 -1.028445 2.389208 0.0 0.0 0.0
H 9.580451 0.589924 1.852133 0.1 0.0 0.0
H 9.656665 -1.938778 0.113582 0.0 0.0 0.0
H 10.890990 -0.692314 0.097095 0.0 0.0 0.0
H 8.651448 1.593846 0.096410 0.0 0.0 0.0
H 8.472405 1.447450 -1.644018 0.0 0.0 0.0
H 11.172793 1.491844 -0.188001 0.0 0.0 0.0
H 10.450773 2.825059 -1.083929 0.0 0.0 0.0
H 10.936665 1.349726 -1.931880 0.0 0.0 0.0
C -11.783127 -0.000152 8.583004 0.0 -0.1 0.0
C -10.537894 -0.352309 7.788407 0.0 0.1 0.0
O -10.484783 -1.699704 7.353772 0.1 -0.1 0.0
C -11.541302 -2.120795 6.507999 -0.1 0.0 -0.1
C -11.644696 -1.334211 5.211854 0.1 0.1 0.0
H -11.876773 -0.649915 9.453371 0.0 0.0 0.0
H -11.725130 1.033517 8.924362 0.0 0.0 0.0
H -12.691966 -0.101137 7.988923 0.0 0.1 0.0
H -9.655649 -0.227444 8.416827 0.0 0.0 0.0
H -10.422142 0.332068 6.939277 0.0 0.0 0.0
H -12.495670 -2.101020 7.044969 0.0 0.0 0.0
H -11.330390 -3.165574 6.280064 0.1 0.0 0.1
H -11.866968 -0.280948 5.385652 -0.1 0.0 0.0
H -12.442916 -1.742858 4.591862 0.0 0.0 0.0
H -10.707603 -1.391940 4.655037 0.0 0.0 0.0
C 9.394154 -0.156311 -5.737879 0.0 0.0 0.1
C 10.439325 0.892193 -6.081696 -0.1 0.0 -0.1
O 11.396460 1.110859 -5.063024 0.0 0.1 0.1
C 12.178020 -0.011484 -4.693281 0.0 -0.1 0.0
C 13.004106 -0.597710 -5.825002 0.0 0.1 -0.1
H 8.872952 0.111414 -4.817447 0.0 0.0 0.0
H 8.664847 -0.230881 -6.545285 0.0 0.0 0.0
H 9.833802 -1.144210 -5.597106 0.0 0.0 -0.1
H 9.956120 1.859101 -6.223074 0.0 0.0 0.0
H 10.931272 0.643593 -7.028834 0.0 0.0 0.0
H 11.545015 -0.783905 -4.240416 0.0 0.0 0.0
H 12.841969 0.347944 -3.906904 0.0 0.1 0.0
H 12.381094 -0.985893 -6.631491 0.0 0.0 0.0
H 13.612154 -1.421694 -5.450959 0.0 0.0 0.0
H 13.666193 0.159479 -6.246140 0.0 0.0 0.0
```
Positions in Å, forces in eV/Å.

Energy in eV: -79218.2926
Max |F| in eV Å⁻¹: 1.36
Orbital gap in eV: 8.40
Molecular weight in Da: 858.7
Highest occupied orbital energy in Eh: -0.39574
Charge: +1

Löwdin atomic charge list, values in e, 4 entries: number 1, C, carries 0.025; number 2, C, carries -0.180; number 3, N, carries -0.141; number 4, P, carries 0.877

=====

# 2
ORCA calculation (ωB97M-V/def2-TZVPD) on a 14-piece molecular cluster, C35H81F3NO14S7 overall in a non-equilibrium geometry.

The geometry in XYZ format:
```
141
Properties=species:S:1:pos:R:3:forces:R:3
C 0.283061 -0.543559 -0.198491 -1.1 -0.6 -0.8
O -0.578274 0.395926 -0.930804 -0.1 0.4 0.4
O 1.441749 -0.572907 -0.675988 2.7 0.0 -1.0
C 0.339226 -0.129721 1.257708 -0.7 0.2 0.8
F 1.269993 0.797493 1.533766 -0.2 -0.1 0.0
F -0.849844 0.369114 1.747123 0.7 -0.1 0.2
F 0.640032 -1.223310 2.020053 -0.1 0.4 0.2
C -1.953296 0.208022 -0.881649 -0.9 -0.1 -0.8
C -2.569493 1.129862 -1.946923 0.6 -0.8 -0.1
H -2.121828 0.826251 -2.903376 0.0 0.2 0.2
H -3.644464 0.969376 -2.043349 -0.1 0.3 0.2
H -2.293926 2.165756 -1.783200 -0.2 0.2 0.1
H -2.422783 0.382606 0.102203 0.3 0.1 -0.1
H -2.237236 -0.827067 -1.171456 0.2 0.1 0.2
H -0.218506 -1.543323 -0.273219 -0.7 0.1 0.5
C 2.975381 1.807334 -2.602995 -0.8 -0.3 0.2
C 2.030616 2.922017 -2.658309 1.8 -1.6 0.3
N 1.282106 3.765453 -2.755113 -1.5 1.7 -0.2
H 3.344033 1.600279 -1.603058 -0.1 0.3 0.2
H 3.798008 1.965437 -3.285642 0.0 -0.1 -0.3
H 2.368234 0.935032 -2.863307 0.4 -0.1 -0.1
C 4.750884 0.645853 1.375001 -0.1 0.4 -0.4
S 5.620862 2.226140 1.211061 0.0 -0.6 0.0
O 5.651204 2.816110 2.583717 -0.1 0.2 0.0
C 7.248538 1.454456 1.020026 -0.2 0.4 0.0
H 4.872367 0.058054 0.465072 0.2 -0.1 0.1
H 3.679550 0.804120 1.494743 0.1 0.2 0.1
H 5.201628 0.162820 2.235654 -0.1 -0.2 0.0
H 7.367011 0.818714 1.892063 0.1 -0.2 0.0
H 7.991236 2.249840 1.041864 0.0 0.0 0.0
H 7.322714 0.903826 0.086316 -0.1 -0.1 0.0
C -2.174456 -3.491517 -2.815595 0.5 0.1 0.2
S -2.171496 -5.292222 -3.028311 -0.2 0.6 -0.3
O -1.043225 -5.565369 -3.955214 0.0 -0.3 0.3
C -1.736419 -5.659490 -1.337034 -0.4 -1.3 0.5
H -3.114818 -3.134892 -2.393803 0.0 -0.1 -0.1
H -1.951214 -3.041807 -3.780350 -0.2 -0.1 -0.2
H -1.351108 -3.221158 -2.151626 0.0 0.0 0.1
H -0.703093 -5.478551 -1.053159 0.1 0.5 -0.2
H -1.896313 -6.738286 -1.201874 0.1 0.1 -0.2
H -2.467991 -5.205510 -0.660438 0.3 0.3 -0.1
C -5.759765 2.792857 0.434031 0.2 0.1 -0.6
S -7.486210 2.644169 0.894588 0.3 -0.3 0.2
O -8.102999 3.977950 0.753817 -0.3 0.4 -0.2
C -7.959263 1.645851 -0.535011 0.0 0.1 0.7
H -5.250864 3.518587 1.063727 -0.1 -0.1 0.3
H -5.693213 3.135723 -0.602788 -0.1 0.0 0.1
H -5.292975 1.811050 0.510699 0.1 0.0 0.1
H -7.943016 2.251566 -1.435019 0.2 0.0 -0.1
H -8.967021 1.300943 -0.327561 -0.1 -0.1 -0.1
H -7.265878 0.806034 -0.525505 -0.1 -0.1 -0.4
C 1.540438 -2.000298 -4.160116 -0.1 0.2 0.4
S 1.627893 -3.790033 -4.226601 -0.5 0.1 -0.2
O 2.783148 -4.209773 -5.064441 0.3 0.1 -0.1
C 2.131256 -3.994065 -2.518060 0.1 -0.5 -0.1
H 0.955990 -1.591683 -4.982615 0.2 -0.2 -0.2
H 2.544018 -1.585978 -4.121688 0.1 0.1 -0.1
H 1.019601 -1.755941 -3.231207 0.1 0.1 0.1
H 3.082397 -3.498825 -2.331244 0.0 0.2 0.0
H 2.253768 -5.073488 -2.403201 0.0 0.1 0.1
H 1.347407 -3.634160 -1.855493 0.0 0.1 0.0
C 2.675683 1.659974 -7.971301 -1.1 0.2 0.5
S 2.092629 0.683539 -6.565143 -0.4 -0.6 -0.5
O 3.055028 0.845695 -5.456528 0.4 0.3 0.2
C 0.670721 1.719073 -6.193020 0.4 0.9 -0.8
H 1.891954 1.585789 -8.729985 0.2 -0.2 -0.1
H 3.615879 1.256507 -8.306007 0.3 0.0 -0.1
H 2.693697 2.696322 -7.634128 0.5 0.0 -0.1
H -0.060125 1.661710 -7.003214 -0.2 -0.5 0.3
H 0.993230 2.769471 -6.212767 0.1 -0.2 0.5
H 0.300243 1.435845 -5.220306 -0.3 -0.1 0.1
C -2.711668 -1.791394 2.541108 0.0 0.8 1.1
S -2.824397 -2.755482 1.057875 -0.7 -0.5 -0.5
O -3.132297 -4.181314 1.392238 0.5 -0.1 0.2
C -4.473172 -2.170340 0.606758 0.1 1.6 1.0
H -2.784555 -0.725729 2.310099 -0.2 -0.2 -0.3
H -1.747901 -1.859872 3.041773 0.1 -0.5 -0.4
H -3.464287 -2.035357 3.294965 -0.2 -0.3 -0.3
H -5.115978 -2.473346 1.435346 -0.1 -0.5 -0.3
H -4.805045 -2.501912 -0.364386 0.1 -0.3 -0.1
H -4.487826 -1.070393 0.672354 0.1 -0.2 -0.5
C 2.779203 -3.159162 0.854555 -0.3 0.2 -0.3
S 4.186700 -3.460979 1.918999 -0.1 0.3 0.3
O 5.408147 -2.848751 1.334833 0.1 0.1 -0.3
C 3.634417 -2.359312 3.231765 0.0 -0.1 0.5
H 2.813046 -3.837898 0.004357 0.2 0.0 0.1
H 2.714540 -2.127016 0.483920 0.2 -0.1 0.0
H 1.855024 -3.340386 1.409017 0.1 -0.2 0.1
H 4.446096 -2.230610 3.949888 0.0 -0.3 0.0
H 2.796414 -2.874002 3.708703 0.0 0.2 0.1
H 3.347006 -1.360664 2.906272 -0.2 -0.1 -0.4
C 0.017978 -2.456036 5.127942 0.5 0.3 -0.1
C -1.092891 -3.167543 5.850290 0.7 -0.2 -0.6
O -2.186320 -2.678631 5.893966 -1.0 0.2 0.4
C -0.785058 -4.544113 6.376459 0.3 -0.1 -0.3
H 0.824965 -2.129258 5.793255 -0.1 -0.1 0.1
H -0.367781 -1.568426 4.635203 -0.1 0.1 0.1
H 0.475435 -3.087425 4.359790 -0.1 -0.1 0.1
H -1.696099 -5.127980 6.450821 -0.1 0.0 0.3
H -0.241337 -4.487464 7.319379 -0.2 0.0 0.1
H -0.106552 -5.024038 5.666567 -0.1 -0.1 0.1
C -3.998119 -2.540774 -6.142993 -0.9 -0.3 -0.4
C -3.346749 -1.346889 -5.533719 -0.6 -0.3 0.3
O -2.252074 -1.013227 -5.877131 1.2 0.6 -0.3
C -4.106354 -0.610199 -4.461382 0.0 0.2 -0.4
H -3.448841 -2.899781 -7.006199 0.2 0.0 0.0
H -5.007273 -2.262395 -6.475325 0.1 -0.1 0.1
H -4.116979 -3.361812 -5.431297 0.1 0.1 0.1
H -4.197705 -1.272655 -3.599689 -0.1 0.1 0.1
H -5.095728 -0.331746 -4.828184 -0.1 -0.2 0.1
H -3.564230 0.295425 -4.209833 0.0 -0.1 0.1
C -1.775047 4.929377 1.104041 0.2 0.5 -0.3
C -2.179322 4.370717 2.423985 -0.6 0.0 0.6
O -3.332722 4.440696 2.815290 0.4 -0.1 -0.2
C -1.094667 3.750434 3.261919 -0.1 -0.2 0.0
H -1.471221 4.152356 0.404153 0.0 -0.2 0.0
H -0.908612 5.585627 1.232557 0.0 -0.1 0.0
H -2.597528 5.504911 0.689832 -0.1 0.0 -0.1
H -0.558312 3.017486 2.648153 0.1 0.1 0.2
H -1.518330 3.280534 4.144663 -0.1 -0.2 -0.1
H -0.398827 4.518338 3.598258 0.1 0.1 -0.2
C 3.539695 5.682591 3.002000 1.0 -0.8 0.1
C 2.199595 5.345583 2.455267 0.8 -0.2 -1.0
O 1.232954 5.977512 2.757191 -1.5 1.0 0.7
C 2.098030 4.260844 1.418195 -0.3 0.0 0.5
H 3.632783 6.719216 3.294273 -0.2 0.2 0.1
H 4.321941 5.405124 2.289674 0.0 0.1 0.1
H 3.735802 5.037978 3.868981 0.0 0.1 0.0
H 2.136939 3.293080 1.922507 0.3 -0.1 -0.2
H 2.895549 4.384657 0.691325 0.0 -0.3 -0.1
H 1.113286 4.344148 0.969146 0.1 -0.1 -0.3
C 1.292136 1.597677 4.618414 0.8 0.1 -0.3
C 2.451237 1.055100 5.433971 0.2 2.7 -2.1
O 2.302003 0.138097 6.140430 -0.6 -3.4 2.7
C 3.799670 1.677497 5.248893 -0.1 -0.1 -0.6
H 1.681680 2.217200 3.809541 -0.2 0.2 0.1
H 0.651598 2.178633 5.278658 -0.2 0.0 -0.1
H 0.760394 0.767351 4.164807 -0.3 0.0 0.2
H 4.449446 1.464985 6.088727 0.1 0.0 0.1
H 3.727944 2.733889 5.013607 0.2 0.1 0.0
H 4.197853 1.171626 4.357181 0.2 0.3 0.1
```
Positions in Å, forces in eV/Å.

Energy in eV: -151758.7082
Max |F| in eV Å⁻¹: 4.37
Orbital gap in eV: 7.40
Molecular weight in Da: 1021.5
Energy above the lowest of the compared OMol25 structures with the same formula, charge and spin in kJ/mol: 0.0
Highest occupied orbital energy in Eh: -0.20949
Charge: -1

Löwdin atomic charge list, values in e, 4 entries: number 1, C, carries -0.571; number 2, O, carries -0.078; number 3, O, carries -0.109; number 4, C, carries -0.502